(1)
The following is a quantum chemistry calculation of the ion C4H4NOS2 with charge -1 at a distorted geometry, from the Open Molecules 2025 dataset.

Last column: Löwdin charge in e.
Geometry (Å):
S  -2.124  -1.302  -0.108  0.755
S  -3.181  1.433  -0.088  0.337
O  1.849  -1.000  -0.034  -0.010
N  1.005  1.665  0.130  0.014
C  0.480  -0.754  0.146  -0.482
C  -1.963  0.419  -0.276  -1.160
C  0.214  0.603  0.568  -0.139
C  -0.450  -1.732  -0.037  -0.473
H  -0.056  -2.621  -0.386  0.023
H  2.299  -0.626  0.675  0.045
H  0.434  2.506  0.038  0.084
H  1.492  1.410  -0.627  0.008

E_tot = -1081.075075 hartree
Kohn-Sham gap (alpha / beta) = 5.7 / 5.7 eV
ΔE to the lowest compared entry with this formula, charge and spin = 90.63 kcal per mole
charge = -1
HOMO energy (alpha / beta) = -2.102 / -2.104 eV

(2)
The following is a quantum chemistry calculation of a structure of composition C4H4NdO5 at a distorted geometry, from the Open Molecules 2025 dataset.

Last column: Löwdin charge in e.
Geometry (Å):
Nd  0.797  -1.654  -0.138  1.609
O  -0.702  2.940  0.955  0.041
O  -1.356  -2.906  0.590  -0.279
O  1.035  2.061  -0.061  -0.039
O  1.075  4.233  0.508  0.112
O  -0.935  -2.826  -1.513  -0.274
C  0.519  3.159  0.463  -0.643
C  -1.564  -3.438  -0.621  -0.523
C  -0.955  1.508  0.910  -0.204
C  -0.013  1.014  -0.164  -0.320
H  -0.737  1.124  1.920  0.108
H  -0.488  1.211  -1.144  0.065
H  -2.014  1.342  0.680  0.121
H  -2.575  -3.056  0.310  0.228

spin multiplicity = 5
E_tot = -1092.264715 hartree
Kohn-Sham gap (alpha / beta) = 6.7 / 7.0 eV
ΔE to the lowest compared entry with this formula, charge and spin = 77.13 kcal per mole
HOMO energy (alpha / beta) = -8.139 / -8.363 eV

(3)
The following is a quantum chemistry calculation of a cluster of 2 separate species, C4H4O in total at a distorted geometry, from the Open Molecules 2025 dataset.

Last column: Löwdin charge in e.
Geometry (Å):
O  -0.111  1.725  1.085  -0.020
C  0.056  -1.626  -0.391  -0.021
C  -0.393  0.584  1.361  -0.150
C  -1.043  -1.738  -1.290  -0.038
C  0.031  -1.042  -1.650  -0.071
H  0.227  -0.189  -2.305  0.117
H  -1.871  -2.283  -1.667  0.091
H  -0.259  -0.336  0.625  -0.010
H  -0.679  0.204  2.429  0.103

E_tot = -229.835821 hartree
Kohn-Sham gap = 9.0 eV
ΔE to the lowest compared entry with this formula, charge and spin = 120.56 kcal per mole
HOMO energy = -8.678 eV